[1]
C3H11N2O | wB97M-V/def2-TZVPD

- charge = +1
- LUMO level (eV) = -3.8
- calculated total energy (hartree) = -305.41499
- energy relative to the best compared isomer or geometry (same formula, charge and spin) (kJ/mol) = 99.1

Cartesian coordinates (Å):
C  -1.283  -1.289  -1.293
C  -1.125  0.192  -1.115
N  1.005  1.884  1.350
C  0.410  1.653  0.176
N  0.051  0.479  -0.254
H  -2.245  -1.606  -1.689
H  -0.568  -1.724  -2.000
H  -1.082  -1.863  -0.387
H  -0.985  0.668  -2.083
H  -1.938  0.672  -0.638
H  0.896  1.148  2.031
H  1.832  2.463  1.360
H  0.467  2.497  -0.510
H  0.463  -0.343  0.219
H  1.858  -2.167  1.363
H  0.914  -1.303  2.170
O  1.331  -1.361  1.300

---

[2]
C3H11N2O | wB97M-V/def2-TZVPD

- charge = +1
- LUMO level (eV) = -3.1
- calculated total energy (hartree) = -305.40567
- energy relative to the best compared isomer or geometry (same formula, charge and spin) (kJ/mol) = 123.6

Cartesian coordinates (Å):
C  0.834  1.127  1.128
C  0.632  -0.197  0.463
C  1.191  -0.577  -0.684
N  2.301  -0.043  -1.227
N  -0.694  -0.821  0.726
H  1.271  1.070  2.125
H  -0.067  1.705  1.156
H  1.495  1.764  0.546
H  0.656  -1.360  -1.200
H  2.772  0.696  -0.742
H  2.830  -0.526  -1.925
H  -1.111  -0.578  1.623
H  -0.695  -1.839  0.677
H  -1.397  -0.523  0.031
H  -3.249  0.363  -1.616
H  -3.792  -0.208  -0.294
O  -2.977  -0.053  -0.787

---

[3]
C3H11N2O | wB97M-V/def2-TZVPD

- charge = +1
- LUMO level (eV) = -3.5
- calculated total energy (hartree) = -305.40512
- energy relative to the best compared isomer or geometry (same formula, charge and spin) (kJ/mol) = 125.0

Cartesian coordinates (Å):
C  1.019  1.063  1.882
N  0.052  -0.047  1.824
H  0.933  1.661  0.962
H  0.841  1.712  2.746
H  2.080  0.719  1.877
H  0.265  -0.656  0.963
H  -0.856  0.319  1.600
H  0.091  -0.681  2.626
C  -1.629  -0.018  -0.767
C  -0.190  -0.203  -1.163
N  0.443  -1.336  -0.623
O  0.359  0.641  -1.883
H  -2.301  -0.879  -0.767
H  -2.022  0.591  -1.571
H  -1.834  0.433  0.190
H  -0.139  -2.185  -0.792
H  1.409  -1.539  -0.886

---

[4]
C3H11N2O | wB97M-V/def2-TZVPD

- charge = +1
- LUMO level (eV) = -3.3
- calculated total energy (hartree) = -305.43411
- energy relative to the best compared isomer or geometry (same formula, charge and spin) (kJ/mol) = 48.9

Cartesian coordinates (Å):
C  1.708  0.368  -1.004
C  1.212  0.957  0.308
N  -1.386  -1.121  1.873
C  -0.770  -0.229  1.106
N  0.519  -0.061  1.106
H  2.226  -0.580  -0.849
H  0.862  0.180  -1.665
H  2.397  1.010  -1.543
H  1.999  1.388  0.896
H  0.514  1.772  0.109
H  -0.895  -1.926  2.232
H  -2.355  -1.306  1.637
H  -1.417  0.458  0.577
H  1.091  -0.818  1.462
H  -1.752  -0.727  -2.404
H  -2.108  0.722  -2.153
O  -1.844  -0.086  -1.688

---

[5]
C3H11N2O | wB97M-V/def2-TZVPD

- charge = +1
- LUMO level (eV) = -3.4
- calculated total energy (hartree) = -305.36588
- energy relative to the best compared isomer or geometry (same formula, charge and spin) (kJ/mol) = 228.0

Cartesian coordinates (Å):
C  0.351  -1.499  1.963
C  0.127  -0.636  0.749
C  -1.070  -0.088  0.642
N  -1.290  1.059  -0.363
N  1.298  -0.186  0.137
H  0.557  -2.590  1.660
H  -0.446  -1.583  2.826
H  1.173  -0.924  2.543
H  -2.029  -0.334  1.171
H  -2.039  1.736  -0.104
H  -1.602  0.525  -1.183
H  -0.369  1.551  -0.387
H  2.155  -0.580  0.483
H  1.357  -0.169  -0.917
H  1.035  1.311  -3.110
H  0.391  0.053  -2.574
O  0.413  1.029  -2.369

---

[6]
C3H11N2O | wB97M-V/def2-TZVPD

- charge = +1
- LUMO level (eV) = -3.2
- calculated total energy (hartree) = -305.39966
- energy relative to the best compared isomer or geometry (same formula, charge and spin) (kJ/mol) = 139.4

Cartesian coordinates (Å):
C  2.306  0.834  -1.271
C  1.234  0.169  -0.464
C  -0.032  0.566  -0.496
N  -1.069  -0.184  0.229
N  1.502  -0.928  0.398
H  3.189  0.838  -0.662
H  2.068  1.865  -1.499
H  2.612  0.185  -2.099
H  -0.407  1.396  -1.066
H  -1.371  -0.967  -0.355
H  -1.914  0.385  0.403
H  -0.686  -0.547  1.106
H  1.972  -1.741  0.014
H  2.152  -0.671  1.139
H  -3.626  -1.127  1.288
H  -4.403  0.147  1.745
O  -3.527  -0.221  1.589